Record 1
8
Properties=species:S:1:pos:R:3:forces:R:3:nbo_charge:R:1 method="wB97M-V/def2-TZVPD" total_charge=-1 spin_multiplicity=1 relative_energy_ev=0.788
S 0.4322 3.1108 -0.6925 0.02 0.03 -0.05 -1.065
H 1.6945 2.7016 -0.4754 -0.01 0.00 0.00 0.082
C -0.6087 -0.3850 0.0384 -0.41 -0.35 -0.70 -0.344
C -0.0518 -1.5285 0.4204 0.00 0.16 -0.13 -0.451
H -1.6833 -0.2493 0.1357 -0.02 -0.17 -0.14 0.170
H -0.1335 0.4008 -0.5398 0.42 0.36 0.77 0.254
H 1.0247 -1.6675 0.4516 -0.07 -0.09 -0.37 0.183
H -0.6740 -2.3829 0.6615 0.07 0.06 0.61 0.171

=====

Record 2
15
Properties=species:S:1:pos:R:3:forces:R:3:lowdin_charge:R:1 method="wB97M-V/def2-TZVPD" total_charge=0 spin_multiplicity=1 energy_ev=-81067.6816
N -1.7314 -0.1848 0.4576 1.15 4.75 -3.66 -0.402
C -0.7249 0.5169 -0.3531 0.31 0.06 0.32 -0.913
Br -1.7744 1.6473 -1.6448 -0.07 -0.06 -0.05 0.659
C 0.1799 -0.5038 -1.0748 0.09 0.02 0.08 -0.241
O 1.3908 0.1472 -1.2001 -0.16 -0.06 0.16 -0.020
B 1.5439 0.8693 0.1057 0.09 -0.05 -0.10 -0.733
O 1.9553 -0.0687 1.1570 -0.20 -0.24 0.12 0.006
O 0.0749 1.2556 0.4096 -0.11 0.07 -0.21 -0.021
H -1.2809 -0.9321 0.9353 5.50 6.59 -3.76 -0.403
H -2.0537 0.4722 1.1692 0.16 0.30 -0.06 0.072
H 0.2820 -1.3511 -0.3453 -0.16 -0.05 -0.24 0.110
H -0.2034 -0.8978 -2.0172 -0.01 0.17 -0.01 0.123
H 2.2184 1.8599 0.0330 0.09 0.08 -0.07 0.102
H 2.3392 -0.8438 0.7377 0.18 0.13 0.01 0.061
Cs -2.2157 -1.9863 1.6303 -6.85 -11.70 7.45 1.600

=====

Record 3
12
Properties=species:S:1:pos:R:3:forces:R:3:nbo_charge:R:1 method="wB97M-V/def2-TZVPD" total_charge=0 spin_multiplicity=1 relative_energy_ev=2.451
B 0.9143 0.1171 0.8669 -0.14 -0.33 -4.16 1.005
C 0.5062 -0.5050 -0.5048 -1.17 3.88 -1.00 -0.682
C -1.3216 1.1104 -0.7488 1.35 -2.57 3.42 0.095
O 0.4472 -0.5369 1.8853 -0.24 -0.65 4.31 -0.854
O 1.6686 1.2584 0.7662 2.19 0.76 2.55 -0.901
F -2.4596 0.4534 -0.3580 0.30 0.15 -1.37 -0.356
H 0.1205 -1.4081 -0.9064 -0.56 -0.79 0.44 0.212
H 0.9804 0.0735 -1.2868 0.36 -0.23 -0.41 0.188
H -1.1079 1.3568 -1.7484 -0.55 0.09 -1.20 0.166
H -1.1676 1.8098 0.0636 0.69 0.39 -0.46 0.157
H 0.7205 -0.1368 2.7324 -0.40 -0.41 -0.21 0.478
H 2.3118 1.4264 1.5455 -1.84 -0.29 -1.90 0.491

=====

Record 4
10
Properties=species:S:1:pos:R:3:forces:R:3:nbo_charge:R:1 method="wB97M-V/def2-TZVPD" total_charge=0 spin_multiplicity=1 relative_energy_ev=0.863 smiles=NB1CC1
N -1.8527 0.0103 -0.0680 0.62 2.63 1.18 -1.037
B -0.4621 -0.0095 -0.1059 0.85 0.52 0.62 0.796
C 0.8726 -0.8090 -0.0963 1.52 -0.46 3.37 -0.712
C 0.8600 0.7558 -0.0116 -0.71 0.39 -0.53 -0.759
H -2.2192 -0.8822 -0.0390 -1.57 -1.83 0.09 0.389
H -2.3670 0.7553 0.4836 0.91 -1.48 -1.32 0.410
H 1.1760 -1.3276 1.0314 -1.16 1.46 -3.21 0.215
H 1.6107 -1.1430 -0.8068 -0.48 -0.58 -0.44 0.236
H 0.9785 1.1960 -0.9930 0.21 -0.24 -0.73 0.227
H 1.4032 1.4539 0.6055 -0.18 -0.41 0.98 0.234

=====

Record 5
12
Properties=species:S:1:pos:R:3:forces:R:3:nbo_charge:R:1 method="wB97M-V/def2-TZVPD" total_charge=0 spin_multiplicity=1 relative_energy_ev=0.000
B 0.3822 -0.7873 -0.6937 0.91 0.69 0.41 1.100
C -2.3702 1.0959 0.5370 -0.05 -0.26 -0.50 0.293
C 1.5768 -0.1657 0.1673 -0.42 -0.29 -0.33 -0.999
N -2.2392 1.6266 1.5582 0.06 0.27 0.53 -0.739
O -0.0133 -0.2815 -1.8938 -0.39 -0.10 -0.51 -0.898
O -0.2663 -1.8759 -0.2340 -0.15 -0.57 0.48 -0.884
H 1.8771 -0.8351 0.9682 0.03 -0.07 0.07 0.236
H 1.2772 0.7773 0.6215 -0.07 0.14 0.03 0.231
H 2.4481 0.0399 -0.4539 0.08 0.03 -0.04 0.225
H -2.1379 2.0709 2.4455 0.00 -0.02 -0.03 0.447
H 0.4445 0.4918 -2.2128 0.20 0.20 0.06 0.494
H -0.9790 -2.1570 -0.8096 -0.20 -0.02 -0.17 0.493

=====

Record 6
12
Properties=species:S:1:pos:R:3:forces:R:3:nbo_charge:R:1 method="wB97M-V/def2-TZVPD" total_charge=0 spin_multiplicity=1 relative_energy_ev=1.648
C -0.7949 -1.5205 -1.0874 -0.73 -3.32 -0.69 -0.264
C 1.1141 1.6758 0.4643 -2.02 -2.42 1.51 -1.057
O -1.0994 -0.2900 -0.5239 0.31 2.22 2.16 -0.914
Si -0.5587 0.7093 0.6324 1.33 -1.01 -1.34 1.825
Br 1.9369 -2.0228 1.1563 -0.87 0.92 -0.08 -0.803
Br -2.2324 1.6606 1.6612 0.49 -0.33 -0.12 -0.228
H 0.2764 -1.7126 -1.3011 -0.70 0.66 -0.19 0.233
H -1.5289 -1.6331 -1.9294 1.21 0.19 0.27 0.192
H -1.0709 -2.4049 -0.4259 0.29 1.39 -0.22 0.208
H 0.8745 2.4586 -0.1521 -0.38 1.84 -2.20 0.240
H 1.2834 2.1585 1.4080 0.64 -0.35 0.70 0.264
H 1.7998 0.9211 0.0975 0.42 0.19 0.18 0.304

=====

Record 7
12
Properties=species:S:1:pos:R:3:forces:R:3:nbo_charge:R:1 method="wB97M-V/def2-TZVPD" total_charge=0 spin_multiplicity=1 relative_energy_ev=0.475 smiles=CN(Cl)N(C)Br
C -0.0447 1.8205 0.3016 -1.60 -0.58 2.77 -0.416
N -0.5568 0.3980 0.2333 -2.09 4.39 -0.13 -0.090
Cl -1.9227 0.3249 -0.9667 -0.30 -0.23 -0.53 -0.065
N 0.3492 -0.4052 0.2062 3.23 -2.33 0.39 -0.110
C 0.0809 -1.8065 0.1013 -2.42 -1.35 0.54 -0.456
Br 1.8683 -0.2466 -1.3027 0.12 0.44 -0.19 -0.227
H 0.6226 1.9368 -0.4894 1.34 0.22 -1.26 0.225
H -0.8114 2.6221 0.2773 0.10 -1.06 -0.03 0.228
H 0.4381 1.8121 1.3078 -0.01 0.38 -0.98 0.224
H -0.9268 -2.0370 0.6502 1.57 0.52 -1.31 0.220
H 0.0848 -2.0559 -0.9806 -0.43 -0.39 0.96 0.240
H 0.8185 -2.3631 0.6617 0.48 0.00 -0.24 0.228

=====

Record 8
11
Properties=species:S:1:pos:R:3:forces:R:3:nbo_charge:R:1 method="wB97M-V/def2-TZVPD" total_charge=0 spin_multiplicity=1 relative_energy_ev=1.475 smiles=CC[Si@H](Cl)Br
C -1.1703 -0.1948 -0.9043 0.07 2.83 -2.89 -0.623
C -0.3983 -0.5290 0.3060 0.14 0.50 3.76 -0.870
Si 1.2308 0.3153 0.8954 -0.46 2.67 -2.52 1.248
Cl 1.3675 2.3953 -0.5393 -0.11 -2.40 1.49 -0.538
Br 2.7859 -1.1066 0.3299 0.44 0.09 0.21 -0.266
H -2.0010 0.6055 -0.7469 1.63 -1.39 -0.23 0.225
H -0.4557 0.1985 -1.7264 -1.25 -0.28 1.20 0.229
H -1.6154 -1.0489 -1.3801 -0.38 -0.54 0.16 0.222
H -0.2299 -1.6143 0.4290 -0.01 0.50 0.04 0.251
H -1.0191 -0.1744 1.1917 0.32 -0.90 -0.61 0.234
H 1.5055 1.1534 2.1450 -0.40 -1.09 -0.61 -0.112